Record 1
Below is Cl3I7O12Sn3 as an isolated structure, with properties calculated with ωB97M-V/def2-TZVPD.

HOMO energy	0.032	Ha
net charge	-4
orbital gap	1.7	eV

Each line ends with the Mulliken charge.
CARTESIAN COORDINATES (ANGSTROEM)
Sn  0.20  -16.97  -1.20  0.927
Sn  6.82  -18.19  -1.63  0.938
Sn  3.88  -19.19  -4.92  0.953
I  6.53  -21.20  -3.23  -0.538
I  5.94  -18.53  2.55  -0.657
I  -1.85  -14.59  -2.36  -0.629
I  8.26  -15.37  -3.35  -0.660
I  3.32  -23.44  -1.68  -0.550
I  0.61  -19.61  -4.57  -0.554
I  0.76  -14.22  1.15  -0.498
Cl  2.86  -18.14  -0.32  1.004
O  2.95  -16.65  -0.61  -0.506
O  5.54  -17.87  -5.13  -0.653
O  2.65  -18.47  1.14  -0.452
O  3.83  -18.85  -0.92  -0.392
Cl  -1.19  -19.40  0.57  1.754
O  -1.11  -19.25  1.96  -0.591
O  -2.44  -19.94  0.03  -0.632
O  -1.11  -18.00  0.05  -0.592
O  -0.03  -20.12  0.18  -0.528
Cl  2.89  -12.97  -4.18  0.940
O  4.06  -13.27  -4.96  -0.489
O  3.04  -18.03  -6.48  -0.631
O  2.93  -13.06  -2.79  -0.404
O  2.51  -11.73  -4.82  -0.560

Record 2
Below is Cl3O12Pb2 as an isolated structure, with properties calculated with ωB97M-V/def2-TZVPD.

HOMO energy	-0.373	Ha
net charge	+1
orbital gap	1.7	eV

Each line ends with the Mulliken charge.
CARTESIAN COORDINATES (ANGSTROEM)
Pb  -1.85  -0.71  3.24  1.270
Pb  0.46  -3.49  0.10  1.377
Cl  0.66  0.42  0.05  1.573
O  0.01  0.95  -1.09  -0.469
O  1.74  1.16  0.49  -0.521
O  -0.33  0.11  1.12  -0.601
O  1.14  -0.92  -0.28  -0.680
Cl  0.83  -3.04  3.22  1.586
O  0.23  -3.38  4.50  -0.523
O  0.15  -3.80  2.15  -0.529
O  0.58  -1.65  2.92  -0.509
O  2.23  -3.25  3.02  -0.495
Cl  -1.19  3.54  -3.87  1.683
O  -0.64  3.84  -5.14  -0.533
O  -2.45  3.01  -4.00  -0.565
O  -0.19  2.55  -3.39  -0.496
O  -1.38  4.66  -3.03  -0.567

Record 3
Below is Cl3O12Pb4 as an isolated structure, with properties calculated with ωB97M-V/def2-TZVPD.

HOMO energy	-0.853	Ha
net charge	+5
orbital gap	5.0	eV

Each line ends with the Mulliken charge.
CARTESIAN COORDINATES (ANGSTROEM)
Pb  11.48  -11.96  18.02  1.572
Pb  6.28  -10.50  14.95  1.888
Pb  6.08  -14.27  21.02  1.796
Pb  6.16  -8.31  21.98  1.788
Cl  10.18  -14.68  16.83  1.918
O  9.83  -15.01  15.52  -0.490
O  9.35  -13.53  17.27  -0.811
O  9.87  -15.71  17.74  -0.539
O  11.57  -14.24  17.03  -0.696
Cl  3.44  -11.14  21.35  1.609
O  2.20  -11.24  20.63  -0.481
O  3.27  -11.23  22.79  -0.563
O  4.26  -12.29  20.99  -0.644
O  4.09  -9.89  20.95  -0.633
Cl  7.28  -11.11  18.93  1.359
O  6.78  -12.36  19.48  -0.512
O  6.93  -9.94  19.68  -0.436
O  8.69  -11.22  18.67  -0.485
O  6.68  -11.09  17.56  -0.642

Record 4
Below is Cl3P as an isolated structure, with properties calculated with ωB97M-V/def2-TZVPD.

HOMO energy	-0.381	Ha
net charge	0
energy above the lowest of the compared OMol25 structures with the same formula, charge and spin	1.232	eV
orbital gap	8.3	eV

Each line ends with the Mulliken charge.
CARTESIAN COORDINATES (ANGSTROEM)
P  -0.27  0.06  -0.79  0.527
Cl  -0.69  1.65  0.30  -0.055
Cl  2.22  -0.46  0.13  -0.394
Cl  -1.26  -1.26  0.36  -0.077

Record 5
Below is Cl4Fe as an isolated structure, with properties calculated with ωB97M-V/def2-TZVPD.

HOMO energy (alpha / beta)	-0.230 / -0.225	Ha
net charge	-1
spin multiplicity	6
energy above the lowest of the compared OMol25 structures with the same formula, charge and spin	1.501	eV
orbital gap (alpha / beta)	9.5 / 7.4	eV

Each line ends with the Mulliken charge.
CARTESIAN COORDINATES (ANGSTROEM)
Fe  -0.01  -0.40  -0.02  0.521
Cl  2.53  -0.09  -0.98  -0.575
Cl  -1.96  -1.48  0.70  -0.366
Cl  -0.99  1.08  -1.50  -0.304
Cl  0.43  0.88  1.80  -0.275

Record 6
Below is Cl4O2P2S as an isolated structure, with properties calculated with ωB97M-V/def2-TZVPD.

HOMO energy (alpha / beta)	-0.193 / -0.397	Ha
net charge	0
spin multiplicity	3
orbital gap (alpha / beta)	5.5 / 6.9	eV

Each line ends with the Mulliken charge.
CARTESIAN COORDINATES (ANGSTROEM)
O  0.01  0.22  0.74  -0.255
O  1.23  0.16  -1.55  -0.509
P  -1.43  -0.07  0.01  0.751
P  1.39  0.02  -0.11  0.826
S  -1.42  -1.64  -1.11  -0.071
Cl  -1.78  1.67  -0.86  -0.223
Cl  -2.52  -0.07  1.66  -0.253
Cl  2.48  1.43  0.72  -0.149
Cl  2.04  -1.72  0.51  -0.116

Record 7
Below is an isolated molecule of Cl4OSi, with properties calculated with ωB97M-V/def2-TZVPD.

HOMO energy	-0.339	Ha
net charge	0
SMILES	ClO[Si](Cl)(Cl)Cl
energy above the lowest of the compared OMol25 structures with the same formula, charge and spin	0.000	eV
orbital gap	9.0	eV

Each line ends with the Mulliken charge.
CARTESIAN COORDINATES (ANGSTROEM)
Cl  0.01  -1.99  -1.43  -0.066
O  -0.95  -0.77  -0.90  -0.461
Si  0.13  0.58  0.45  0.869
Cl  0.79  -0.61  1.86  -0.115
Cl  -1.47  1.60  0.87  -0.114
Cl  1.48  1.19  -0.84  -0.113

Record 8
Below is an isolated molecule of Cl6HPSi2, with properties calculated with ωB97M-V/def2-TZVPD.

HOMO energy	-0.344	Ha
net charge	0
SMILES	Cl[Si](Cl)(Cl)P[Si](Cl)(Cl)Cl
energy above the lowest of the compared OMol25 structures with the same formula, charge and spin	0.000	eV
orbital gap	9.5	eV

Each line ends with the Mulliken charge.
CARTESIAN COORDINATES (ANGSTROEM)
Cl  -3.43  -0.87  -1.44  -0.170
Si  -2.06  -1.44  -0.14  0.694
Cl  -2.88  -1.13  1.69  -0.231
Cl  -1.62  -3.37  -0.15  -0.195
P  0.05  -0.31  -0.36  -0.244
Si  1.73  -1.76  -0.01  0.653
Cl  3.43  -0.64  0.39  -0.234
Cl  1.79  -2.73  -1.72  -0.180
Cl  1.45  -2.87  1.59  -0.177
H  0.27  0.48  0.80  0.084

| no. | DFT total energy (eV) |
| --- | --- |
| 1 | -136306.356 |
| 2 | -72594.638 |
| 3 | -83038.660 |
| 4 | -46856.637 |
| 5 | -84482.444 |
| 6 | -83598.519 |
| 7 | -60016.811 |
| 8 | -100203.495 |